1.
# C4H9NO3S2

A 2-piece molecular cluster, C4H9NO3S2 overall at a distorted geometry (ωB97M-V with the def2-TZVPD basis set, OMol25).

Geometry as XYZ:
```
19
Properties=species:S:1:pos:R:3:forces:R:3:lowdin_charge:R:1
C 1.7700 0.7078 0.9757 0.18 0.07 0.01 -0.236
C 2.1685 -0.7298 1.3304 -0.01 -0.19 0.08 -0.758
C 0.0508 -0.1904 -1.7319 0.09 -0.08 -0.05 -0.067
C -2.7607 -0.1922 -0.3724 0.08 0.04 -0.10 -0.634
H 0.5862 1.3436 2.3748 -0.08 -0.05 -0.17 0.107
H 2.5890 1.3495 1.3239 -0.09 -0.09 -0.04 0.135
H 1.7458 0.7637 -0.1181 0.15 0.06 0.44 0.094
H -0.1212 -0.9707 1.6756 0.20 0.06 -0.06 -0.289
H -0.0151 -1.0331 -1.0397 0.04 0.04 -0.05 0.069
H -0.1339 -0.5192 -2.7561 0.00 0.01 0.00 0.093
H 1.0349 0.2763 -1.6595 -0.26 -0.19 -0.27 0.080
H -2.6879 0.8151 -2.1661 0.03 -0.11 0.10 0.156
H -3.8257 -0.3305 -0.5825 0.14 0.00 0.04 0.074
N -2.1567 0.3810 -1.4224 -0.30 0.00 0.11 -0.085
O 0.5092 1.1262 1.4361 0.29 0.19 0.27 -0.117
O 3.3157 -1.0855 1.2508 -0.12 0.09 -0.06 0.004
O -0.8682 0.8386 -1.3562 0.09 0.06 0.02 -0.152
S 0.8760 -1.8580 1.8104 0.79 -0.09 0.14 0.816
S -2.0766 -0.6923 1.0272 -1.20 0.18 -0.42 0.710
```
Forces are in eV/Å.

Relative energy (zero: lowest compared OMol25 entry of this formula, charge and spin)   158.2 kJ/mol
LUMO level   0.44 eV
E   -33594.0816 eV
Highest occupied orbital energy   -8.63 eV
Strongest force on any atom   1.3 eV/A



2.
# C4H9NO4

An isolated molecule of C4H9NO4 at a distorted geometry (ωB97M-V with the def2-TZVPD basis set, OMol25).

Geometry as XYZ:
```
18
Properties=species:S:1:pos:R:3:forces:R:3:lowdin_charge:R:1
C 0.9668 -0.5339 1.6954 -4.49 -0.24 -0.48 -0.166
C -0.7290 -0.7575 1.0964 4.03 -0.70 2.73 -0.679
O -0.6220 -1.7104 0.0962 -0.29 -0.15 -1.13 0.006
O 1.8452 -0.1357 0.7492 0.60 1.91 -2.94 -0.063
O -1.4917 -0.9339 2.0406 -1.08 0.44 -0.42 -0.030
H -1.1895 -2.4545 0.3438 -0.08 0.27 0.13 0.114
H 1.4221 0.5457 0.0952 1.56 -1.91 2.38 0.072
H 0.8242 0.1671 2.5179 0.24 -0.01 0.20 0.101
H 1.1567 -1.5578 2.0182 0.22 0.21 0.06 0.113
C 0.2525 0.4196 -2.1705 1.03 -0.60 0.53 0.010
C 0.2579 1.2635 -0.9263 -4.18 1.93 0.10 -0.342
N -1.0201 0.7102 0.1828 2.58 0.14 -1.62 0.186
O 0.5824 2.4059 -0.7961 0.34 -1.75 0.32 0.148
H -1.2288 1.4218 0.8724 0.05 0.24 -0.04 0.127
H -1.8241 0.5066 -0.3975 -0.18 0.00 -0.06 0.119
H 0.3364 -0.6306 -1.9000 -0.22 -0.07 -0.01 0.081
H -0.6591 0.5902 -2.7437 -0.05 0.14 0.25 0.104
H 1.1201 0.6839 -2.7741 -0.09 0.16 0.00 0.100
```
Forces are in eV/Å.

Relative energy (zero: lowest compared OMol25 entry of this formula, charge and spin)   416.4 kJ/mol
LUMO level   -0.89 eV
E   -13970.8417 eV
Highest occupied orbital energy   -8.04 eV
Strongest force on any atom   4.9 eV/A



3.
# C4H9NO4S

C4H9NO4S as an isolated structure at a distorted geometry (ωB97M-V with the def2-TZVPD basis set, OMol25).

Geometry as XYZ:
```
19
Properties=species:S:1:pos:R:3:forces:R:3:lowdin_charge:R:1
C 0.4893 -0.9706 0.2284 -0.55 -0.37 0.62 -0.300
C -0.8051 -0.4410 -0.3976 3.01 -0.52 -5.77 -0.172
C -0.2685 0.6878 -1.4654 -0.75 -2.12 0.89 -0.305
C 0.1345 -2.3620 0.9100 -0.56 -1.09 2.20 -0.408
H 0.6084 0.6897 1.6377 -1.77 0.82 0.81 0.019
H 1.7561 0.6749 0.3824 -1.83 -2.62 4.05 0.134
H 1.2306 -0.9727 -0.6151 -0.67 -1.16 0.99 0.136
H -1.4940 -0.0892 0.2204 -2.57 1.94 3.22 0.045
H -1.4461 -1.1027 -1.0781 1.54 0.01 1.04 0.148
H 0.5616 0.1616 -2.1267 -1.73 1.45 1.21 0.137
H -1.1628 1.0046 -2.0711 1.19 0.21 0.31 0.099
H -1.8971 2.2408 -0.2197 4.53 1.50 3.33 0.261
H 1.3557 -1.7048 2.3087 -4.05 -1.85 0.42 0.192
N 1.1458 -0.0130 1.2221 3.84 0.06 -5.47 -0.004
O -0.8622 2.5165 0.5007 -3.23 -2.54 -4.26 -0.406
O 0.2957 3.1800 -1.6269 0.63 -0.20 0.23 -0.484
O 0.3946 -2.3165 2.3240 3.90 2.02 -3.00 -0.032
O -0.4579 -3.3284 0.4572 1.37 2.56 0.25 0.093
S 0.4214 2.1450 -0.5909 -2.30 1.90 -1.07 0.848
```
Forces are in eV/Å.

Relative energy (zero: lowest compared OMol25 entry of this formula, charge and spin)   551.8 kJ/mol
LUMO level   -0.44 eV
E   -24804.4355 eV
Highest occupied orbital energy   -9.97 eV
Strongest force on any atom   6.7 eV/A



4.
# C4H9NO7

C4H9NO7 as an isolated structure at a distorted geometry (ωB97M-V with the def2-TZVPD basis set, OMol25).

Geometry as XYZ:
```
21
Properties=species:S:1:pos:R:3:forces:R:3:lowdin_charge:R:1
C 1.7319 -1.3247 2.1919 0.02 -0.04 0.12 -0.090
C 1.7361 -0.3679 1.0189 0.59 0.70 -0.47 -0.208
C 0.4151 -0.1787 0.3106 -0.37 -0.39 0.82 -0.302
C 0.4093 0.8415 -0.7814 -0.96 0.76 -0.68 -0.138
O -0.8546 0.6882 -1.4754 -0.15 -0.17 -0.19 -0.162
O -0.9138 1.5834 -2.6153 -1.59 -0.09 -0.80 -0.105
O -0.5758 0.2538 1.3330 -0.68 -2.07 -1.02 0.033
N -1.5909 -0.7847 1.4709 -0.50 -0.10 0.45 -0.351
O -2.4855 -0.4742 2.2249 1.34 -0.21 -1.03 0.122
O -1.4452 -1.8351 0.8680 -0.40 1.43 0.97 0.087
H 2.7345 -1.3507 2.6291 -0.15 -0.06 -0.02 0.078
H 1.0424 -0.9845 2.9670 0.00 -0.16 -0.03 0.078
H 1.4758 -2.3391 1.8765 -0.09 0.07 0.11 0.082
H 2.0959 0.6186 1.3453 0.09 -0.19 -0.07 0.125
H 2.4243 -0.7459 0.2515 0.08 0.20 0.14 0.125
H 0.1215 -1.1568 -0.0824 -0.18 0.46 0.05 0.143
H 0.4722 1.8468 -0.3527 0.10 0.03 -0.17 0.139
H 1.2319 0.6571 -1.4660 0.17 0.04 -0.14 0.134
H -1.9922 1.4981 -3.1483 3.61 -0.36 2.75 0.065
O -3.1228 1.4640 -3.7394 -0.07 2.07 -3.97 0.039
O -2.9098 2.0906 -4.8270 -0.86 -1.92 3.19 0.107
```
Forces are in eV/Å.

Relative energy (zero: lowest compared OMol25 entry of this formula, charge and spin)   0.0 kJ/mol
LUMO level (alpha / beta)   -2.79 / -3.70 eV
E   -20103.7383 eV
Highest occupied orbital energy (alpha / beta)   -9.60 / -9.46 eV
Strongest force on any atom   4.6 eV/A



5.
# C4H9NOP2

An isolated molecule of C4H9NOP2 at a distorted geometry (ωB97M-V with the def2-TZVPD basis set, OMol25).

Geometry as XYZ:
```
17
Properties=species:S:1:pos:R:3:forces:R:3:lowdin_charge:R:1
C -2.2653 -0.1594 0.8212 2.21 0.53 -3.14 -0.328
C 0.4627 3.1843 -1.3337 -1.96 -1.75 1.01 -0.404
C 0.2110 -0.8907 -0.9640 -3.20 -1.13 2.40 -0.335
C 0.9621 -1.0312 0.3507 2.91 -0.16 0.52 -0.247
N -0.3008 0.4658 -1.0165 -1.84 1.75 0.24 -0.672
O 1.4463 -2.4104 0.5187 -0.83 1.71 -3.96 -0.061
P -1.8255 1.0576 -0.3128 0.97 -2.20 1.65 0.892
P 0.7322 1.5905 -1.8100 -0.01 0.66 -0.08 0.823
H -3.0037 0.0207 1.5133 -1.95 0.53 1.16 -0.066
H -1.8902 -1.1908 0.8151 0.22 0.57 0.16 -0.008
H 0.8727 3.8813 -2.0587 0.02 0.30 0.52 -0.041
H -0.3430 3.4315 -0.5336 1.70 0.08 -1.64 -0.016
H 0.7953 -0.9527 -1.8126 1.62 -0.93 -1.61 0.045
H -0.6747 -1.7105 -1.0088 2.01 1.94 -0.03 0.162
H 0.3979 -0.8735 1.2478 -0.95 0.66 0.02 0.081
H 1.8394 -0.1849 0.4142 -1.70 -2.15 -0.43 0.151
H 1.6522 -2.5305 1.3943 0.78 -0.40 3.19 0.024
```
Forces are in eV/Å.

Relative energy (zero: lowest compared OMol25 entry of this formula, charge and spin)   15.8 kJ/mol
LUMO level   -0.15 eV
E   -26405.9376 eV
Highest occupied orbital energy   -8.47 eV
Strongest force on any atom   4.4 eV/A



6.
# C4H9NOS

An isolated ion of composition C4H9NOS and charge -2 at a distorted geometry (ωB97M-V with the def2-TZVPD basis set, OMol25).

Geometry as XYZ:
```
16
Properties=species:S:1:pos:R:3:forces:R:3:lowdin_charge:R:1
C 1.6118 -0.3143 -0.0884 0.32 0.10 1.32 -0.158
C 0.2234 0.3714 0.1062 1.09 -2.82 3.21 -0.548
C 0.2358 1.8228 -0.2876 1.21 -0.56 0.66 -0.744
S 1.6938 2.8103 0.2331 -0.19 0.26 0.30 -0.006
N -0.8187 -0.4498 -0.4622 -2.11 1.20 1.80 -0.078
C -1.8076 -1.3271 0.3807 0.53 -0.66 -2.12 -0.514
O -2.4959 -2.0725 -0.5806 1.03 0.66 2.53 -0.449
H 2.1404 -0.0403 -0.9907 0.00 0.38 -0.47 0.034
H 2.2646 0.0271 0.7758 -0.49 -0.67 -1.12 0.040
H 1.4756 -1.4136 -0.1247 0.08 0.43 0.40 0.055
H 0.0817 0.2318 1.3239 0.13 0.80 -2.56 0.154
H -0.6921 2.1561 0.0741 -1.27 1.16 0.31 0.018
H 0.2465 1.8290 -1.3424 -0.31 0.08 -1.44 0.013
H -0.5733 -1.0439 -1.2024 0.53 -0.81 -1.05 0.042
H -2.4809 -0.6373 0.9944 0.77 -0.45 -0.43 0.062
H -1.1051 -1.9497 1.1909 -1.30 0.92 -1.33 0.079
```
Forces are in eV/Å.

Relative energy (zero: lowest compared OMol25 entry of this formula, charge and spin)   125.5 kJ/mol
LUMO level   6.08 eV
Net charge   -2
E   -18663.4909 eV
Highest occupied orbital energy   0.37 eV
Strongest force on any atom   4.4 eV/A



7.
# C4H9NOS

A 2-piece molecular cluster, C4H9NOS overall at a distorted geometry (ωB97M-V with the def2-TZVPD basis set, OMol25).

Geometry as XYZ:
```
16
Properties=species:S:1:pos:R:3:forces:R:3:lowdin_charge:R:1
C -1.7909 1.4237 0.5739 1.03 0.73 2.26 0.029
C -1.2109 0.3410 0.0502 -0.13 1.36 2.16 -0.217
C -0.2277 -0.5598 0.6112 0.38 -0.31 -1.16 -0.486
C 0.1822 -0.5911 1.8423 0.78 -0.36 1.35 0.000
N 0.2722 -1.0735 -2.1204 -0.44 -0.63 0.23 -0.414
O 1.8957 0.9256 -0.6862 -0.45 0.91 0.10 -0.080
S 0.7429 -1.5251 -0.6504 1.21 3.68 -0.79 0.933
H -2.6228 1.8933 0.0554 0.22 0.00 0.12 0.053
H -1.4702 1.9041 1.6031 -0.64 -1.04 -2.25 0.102
H -1.6293 0.0281 -0.8178 -0.92 -1.02 -2.87 0.050
H 2.6813 0.3999 -0.6255 0.76 -0.39 -0.06 0.031
H 0.8344 -1.3157 2.2905 0.58 -0.38 -0.41 0.063
H -0.0480 0.1727 2.5316 -0.94 0.73 0.73 0.057
H 0.7069 -0.2211 -2.4633 0.20 -0.50 0.21 -0.056
H 1.5550 0.8006 -1.5785 0.31 0.24 0.21 0.006
H 0.1291 -2.6026 -0.6160 -1.95 -3.01 0.17 -0.069
```
Forces are in eV/Å.

Relative energy (zero: lowest compared OMol25 entry of this formula, charge and spin)   511.1 kJ/mol
LUMO level   0.46 eV
E   -18662.2296 eV
Highest occupied orbital energy   -8.38 eV
Strongest force on any atom   4.0 eV/A